Record 1
The following is a quantum chemistry calculation of one molecule with the formula CH5NOSi, from the OMol25 dataset.

Structure (XYZ):
```
9
Properties=species:S:1:pos:R:3
C 0.1182 -0.1746 0.4491
N -0.9872 0.1840 1.0179
O -1.1074 0.1443 -2.1587
Si 0.2309 0.0954 -1.4618
H -1.0166 0.4818 1.9554
H -1.7866 0.3702 0.4885
H 0.6916 1.3547 -0.5255
H 1.1918 -0.1114 0.9316
H 1.5120 -0.4299 -1.7366
```

As for the frontier orbital gap: 9.180 eV. The LUMO energy comes out at 0.008 eV. The value obtained for the energy above the lowest of the compared OMol25 structures with the same formula, charge and spin is 113.91 kJ/mol.

---

Record 2
The following is a quantum chemistry calculation of C5H18IN3Nb as an isolated structure, from the OMol25 dataset.

Structure (XYZ):
```
28
Properties=species:S:1:pos:R:3
C -1.3922 -2.6416 1.7210
C -0.0855 -3.0401 1.0041
C 0.8376 -1.8204 0.7944
I 2.8924 -2.4868 0.8764
Nb 0.4205 -0.7114 -1.2136
C 1.1851 1.3523 -0.7068
C 0.0541 2.2848 -0.3626
N 0.3726 3.6668 -0.7612
N -1.1582 1.6996 -0.9613
N -0.2523 2.4017 1.0738
H -1.6693 -3.3891 2.4745
H -1.2853 -1.6782 2.2329
H -2.2254 -2.5435 1.0206
H 0.4230 -3.8170 1.5903
H -0.3258 -3.4920 0.0327
H 0.7035 -1.1532 1.6582
H 2.0855 -1.1312 -1.8628
H 0.1967 -2.0979 -2.3888
H -1.2955 -1.1083 -0.6638
H -0.1544 0.1775 -2.7357
H 1.8904 1.2659 0.1399
H 1.7828 1.7759 -1.5243
H -0.2630 4.2801 -0.2516
H 0.1492 3.7847 -1.7455
H -1.9899 2.0424 -0.4908
H -1.2216 1.8357 -1.9629
H -0.1012 1.5054 1.5292
H 0.4261 3.0377 1.4838
```

As for the frontier orbital gap: 7.054 eV. The LUMO energy comes out at 2.853 eV. The total charge is -1.

---

Record 3
The following is a quantum chemistry calculation of C3H5N3O as an isolated structure, from the OMol25 dataset.

Structure (XYZ):
```
12
Properties=species:S:1:pos:R:3
C -1.4102 -0.1116 -0.1088
C 0.7731 0.5483 -0.3078
C 2.1777 0.3915 -0.2512
H -2.0185 -1.0859 0.0364
H -1.6309 0.4623 0.8022
H -1.8676 0.2530 -1.3519
H 0.2289 -1.5686 1.1466
H -0.6638 1.7962 0.2722
N -0.0184 -0.5295 -0.4332
N 0.5061 1.8147 0.1919
N 3.1813 -0.2422 -0.0817
O 0.7422 -1.7281 0.0853
```

As for the frontier orbital gap: 9.652 eV. The LUMO energy comes out at -0.216 eV. The value obtained for the energy above the lowest of the compared OMol25 structures with the same formula, charge and spin is 741.22 kJ/mol.

---

Record 4
The following is a quantum chemistry calculation of C5H8O as an isolated structure, from the OMol25 dataset.

Structure (XYZ):
```
14
Properties=species:S:1:pos:R:3
C -0.9628 0.5841 2.5386
C -0.3808 0.1355 1.4604
C 0.1713 -0.4899 0.4835
C -0.0795 -0.4074 -1.0045
C 0.7922 0.6246 -1.6887
O 0.1543 -1.6470 -1.6470
H -0.6213 1.4438 3.0844
H 0.9938 -0.5229 1.5585
H -1.8394 0.1092 2.9464
H -1.1435 -0.1090 -1.1259
H 1.8434 0.3850 -1.5079
H 0.6066 0.5995 -2.7656
H 0.5746 1.6285 -1.3133
H -0.1090 -2.3340 -1.0189
```

As for the frontier orbital gap: 9.567 eV. The LUMO energy comes out at 0.836 eV. The value obtained for the energy above the lowest of the compared OMol25 structures with the same formula, charge and spin is 415.63 kJ/mol.

---

Record 5
The following is a quantum chemistry calculation of C14H11AuCl4NO3 as an isolated structure, from the OMol25 dataset.

Structure (XYZ):
```
34
Properties=species:S:1:pos:R:3
Au 0.1268 0.1163 -0.4884
Cl -5.4649 -4.3214 0.7376
C -4.3082 -3.2504 0.1135
C -4.5007 -2.7729 -1.2951
Cl -5.8484 -3.3609 -2.1358
C -3.6542 -1.9131 -1.8889
Cl -3.8444 -1.3456 -3.4851
C -2.5082 -1.4064 -1.1382
O -1.7303 -0.5993 -1.6019
C -2.2738 -1.9369 0.2985
O -1.2833 -1.5735 0.8766
C -3.2670 -2.8595 0.8647
Cl -3.0014 -3.3780 2.4639
O 0.3977 2.1495 0.8642
C 1.6209 2.1224 1.6186
C 2.8455 2.5050 0.7988
C 2.9690 1.8100 -0.5662
C 3.2642 0.3408 -0.4611
C 4.5720 -0.1272 -0.4518
C 4.8196 -1.4815 -0.3386
C 3.7466 -2.3527 -0.2279
C 2.4735 -1.8276 -0.2383
N 2.2303 -0.5115 -0.3581
H 0.2796 3.0213 0.4712
H 1.6990 1.1051 2.0000
H 1.5237 2.7929 2.4733
H 3.7261 2.2710 1.4035
H 2.8598 3.5863 0.6410
H 3.7715 2.2913 -1.1244
H 2.0546 1.9391 -1.1493
H 5.3861 0.5799 -0.5354
H 5.8350 -1.8551 -0.3396
H 3.8894 -3.4198 -0.1380
H 1.6065 -2.4657 -0.1397
```

As for the frontier orbital gap: 6.837 eV. The LUMO energy comes out at -5.414 eV. The value obtained for the energy above the lowest of the compared OMol25 structures with the same formula, charge and spin is 37.26 kJ/mol. The total charge is +1.

---

Record 6
The following is a quantum chemistry calculation of Cl2H2N2 as an isolated structure, from the OMol25 dataset.

Structure (XYZ):
```
6
Properties=species:S:1:pos:R:3
N 0.0315 -0.7978 1.1409
N 0.3076 1.2471 -0.6466
Cl -0.7197 -1.5886 -0.0444
Cl -0.3462 0.3462 -1.8177
H 1.0816 -0.8778 1.2129
H -0.3548 1.6710 0.1549
```

As for the frontier orbital gap (spin up / spin down): 8.795 / 8.944 eV. The LUMO energy (spin up / spin down) comes out at -0.835 / -0.875 eV. The value obtained for the energy above the lowest of the compared OMol25 structures with the same formula, charge and spin is 293.00 kJ/mol.

---

Number 1: E -460.51867 Eh. Number 2: E -720.06188 Eh. Number 3: E -356.57506 Eh. Number 4: E -270.39959 Eh. Number 5: E -2796.75735 Eh. Number 6: E -1030.87674 Eh.